Entry 1:
Molecular formula: C24H53Br2GaNO9
Method: DFT, ωB97M-V/def2-TZVPD

Properties
E_tot, eV: -238118.2818
Kohn-Sham gap, eV: 7.176
Total charge: -1
LUMO energy, eV: 1.90
HOMO, eV: -5.2713

Each line ends with the Mulliken charge.
Positions of all 90 atoms, in Å:
C -4.08 -6.64 -0.75  -1.003
C -4.08 -5.53 -1.97  0.024
O -3.43 -5.99 -3.22  -0.671
Ga -2.11 -4.68 -3.77  -0.151
C -0.75 -4.58 -2.18  -0.432
C 0.66 -3.83 -2.55  0.016
C 1.06 -2.61 -1.47  -0.581
N 2.01 -1.68 -2.24  -0.552
C -1.22 -5.33 -5.55  -0.275
C -0.36 -6.72 -5.39  -0.556
C 1.25 -6.46 -5.14  -0.297
C 2.18 -6.62 -6.50  0.571
O 1.70 -6.72 -7.75  -0.532
O 3.66 -6.59 -6.26  -0.496
C -2.94 -2.83 -4.19  -0.255
Br -4.97 -2.79 -4.04  -0.224
C -2.62 -2.29 -5.74  -0.054
C -1.15 -1.57 -5.87  -0.488
Br -4.12 -0.96 -6.13  -0.276
H -4.36 -7.70 -1.15  0.241
H -4.95 -6.31 0.00  0.305
H -3.09 -6.62 -0.09  0.200
H -3.61 -4.49 -1.69  0.123
H -5.22 -5.32 -2.23  0.167
H -0.56 -5.71 -1.86  0.082
H -1.29 -3.95 -1.35  0.280
H 0.75 -3.48 -3.67  0.061
H 1.52 -4.64 -2.40  0.186
H 1.66 -3.00 -0.55  0.162
H 0.06 -2.08 -1.15  0.276
H 1.37 -1.08 -2.84  0.232
H 2.57 -2.22 -2.94  0.250
H -2.05 -5.49 -6.39  0.263
H -0.51 -4.47 -5.96  -0.017
H -0.86 -7.38 -4.54  0.242
H -0.43 -7.38 -6.38  0.297
H 1.67 -7.20 -4.31  0.312
H 1.40 -5.37 -4.76  0.003
H 3.82 -6.08 -5.39  0.347
H -2.53 -2.08 -3.37  0.392
H -2.78 -3.15 -6.55  0.340
H -0.50 -2.26 -6.59  0.182
H -1.29 -0.55 -6.48  0.347
H -0.62 -1.36 -4.85  -0.028
C 3.12 3.47 4.26  -0.713
O 3.10 2.14 3.76  -0.274
C 1.95 1.42 4.19  -0.459
C 1.73 0.19 3.30  -0.434
O 1.07 0.51 2.07  -0.481
C 1.88 1.16 1.09  -0.491
C 2.86 0.20 0.40  -0.138
O 4.01 0.00 1.22  -0.306
C 4.75 -1.14 0.83  -0.727
H 3.12 3.47 5.35  0.307
H 4.03 3.96 3.90  0.289
H 2.26 4.03 3.87  0.254
H 1.06 2.06 4.16  0.234
H 2.13 1.10 5.22  0.446
H 1.04 -0.48 3.83  0.399
H 2.65 -0.36 3.13  0.185
H 2.39 2.04 1.50  0.174
H 1.18 1.53 0.33  0.447
H 3.20 0.64 -0.55  0.478
H 2.36 -0.75 0.21  -0.040
H 4.14 -2.05 0.95  0.282
H 5.63 -1.23 1.48  0.249
H 5.09 -1.05 -0.21  0.310
C -1.80 9.16 2.29  -0.768
O -1.87 8.27 3.39  -0.258
C -1.59 6.92 3.01  -0.591
C -1.22 6.08 4.24  -0.427
O 0.15 6.26 4.63  -0.366
C 0.45 7.49 5.30  -0.424
C -0.05 7.52 6.75  -0.595
O -1.45 7.84 6.78  -0.256
C -2.04 7.50 8.03  -0.769
H -2.53 8.87 1.52  0.316
H -2.04 10.17 2.65  0.228
H -0.79 9.17 1.87  0.325
H -0.76 6.89 2.28  0.332
H -2.49 6.51 2.55  0.437
H -1.31 5.03 3.96  0.396
H -1.90 6.26 5.07  0.192
H 0.09 8.35 4.73  0.190
H 1.54 7.55 5.32  0.387
H 0.48 8.30 7.31  0.438
H 0.13 6.54 7.21  0.339
H -1.98 6.43 8.20  0.322
H -3.09 7.79 8.00  0.231
H -1.55 8.04 8.84  0.312

Entry 2:
Molecular formula: C24H53N5NiO6
Method: DFT, ωB97M-V/def2-TZVPD

Properties
E_tot, eV: -86514.2667
Kohn-Sham gap (alpha / beta), eV: 3.952 / 4.065
LUMO energy (alpha / beta), eV: -1.11 / -1.07
Expectation value of S²: 2.009
HOMO (alpha / beta), eV: -5.0621 / -5.1317
Energy above the lowest of the compared OMol25 structures with the same formula, charge and spin, eV: 10.040
Spin multiplicity: 3

Each line ends with the Mulliken charge.
Positions of all 89 atoms, in Å:
Ni 0.73 1.08 0.10  0.886
C -3.78 -2.59 -2.91  -1.686
C -3.30 -3.17 -1.45  1.464
C -4.01 -4.59 -1.26  -1.022
C -3.36 -5.69 -2.03  -0.699
C -1.81 -5.76 -1.85  -1.235
C -1.12 -4.46 -2.30  1.475
N -1.81 -3.34 -1.53  0.393
O -0.96 -2.18 -1.62  -0.479
C -1.29 -4.33 -3.93  -1.598
C 0.35 -4.62 -2.03  -1.799
C -3.86 -2.37 -0.25  -1.789
H -4.43 -1.76 -2.63  0.528
H -4.39 -3.20 -3.57  0.293
H -3.03 -2.21 -3.60  0.325
H -4.99 -4.64 -1.74  0.311
H -4.04 -4.87 -0.21  0.459
H -3.70 -5.68 -3.07  0.328
H -3.76 -6.66 -1.75  0.427
H -1.45 -6.67 -2.33  0.391
H -1.57 -5.94 -0.80  0.400
H -1.11 -3.31 -4.27  0.363
H -2.31 -4.57 -4.24  0.281
H -0.58 -4.89 -4.52  0.398
H 0.76 -3.64 -2.26  0.442
H 0.83 -5.26 -2.77  0.381
H 0.58 -4.94 -1.01  0.369
H -3.36 -2.78 0.63  0.440
H -4.90 -2.41 0.06  0.356
H -3.71 -1.30 -0.15  0.474
C -2.59 5.24 -1.06  -1.282
C -3.19 4.14 -0.26  0.468
C -4.44 3.63 -1.02  -1.205
O -2.23 3.11 0.01  -0.826
H -1.74 5.64 -0.51  0.305
H -3.33 6.03 -1.20  0.392
H -2.19 4.83 -1.99  0.229
H -3.56 4.75 0.57  0.114
H -4.36 2.84 -1.77  0.280
H -5.08 4.36 -1.52  0.356
H -5.08 3.21 -0.24  0.300
C 5.70 0.11 0.86  0.170
O 4.49 0.32 0.80  -0.595
N 6.48 0.23 1.97  0.112
C 7.89 -0.02 1.97  -0.877
C 5.90 0.40 3.29  -0.928
H 6.40 -0.13 0.04  0.227
H 8.36 0.02 0.98  0.279
H 8.01 -1.00 2.42  0.363
H 8.44 0.66 2.63  0.297
H 4.81 0.36 3.27  0.305
H 6.29 -0.29 4.04  0.319
H 6.17 1.39 3.67  0.316
C -0.92 -1.34 3.95  0.208
O 0.01 -1.09 3.12  -0.670
N -1.09 -2.58 4.47  0.118
C -0.31 -3.68 4.07  -0.976
C -2.29 -2.96 5.22  -0.865
H -1.70 -0.60 4.21  0.282
H -0.60 -4.28 3.21  0.329
H -0.23 -4.38 4.91  0.349
H 0.71 -3.40 3.81  0.310
H -2.92 -2.07 5.27  0.252
H -2.76 -3.84 4.79  0.346
H -2.04 -3.40 6.19  0.316
C 1.99 4.11 4.00  0.140
O 2.17 3.90 2.84  -0.581
N 2.65 5.13 4.74  0.084
C 2.27 5.34 6.13  -0.924
C 3.53 6.16 4.05  -0.900
H 1.26 3.53 4.58  0.330
H 1.83 4.48 6.64  0.357
H 1.63 6.22 6.24  0.285
H 3.25 5.45 6.59  0.303
H 3.41 5.95 2.98  0.299
H 3.36 7.18 4.37  0.290
H 4.48 5.85 4.48  0.319
C 1.79 2.96 -4.46  0.059
O 1.46 2.49 -3.35  -0.562
N 1.00 3.00 -5.61  0.133
C 1.28 4.15 -6.51  -0.973
C -0.14 2.12 -5.84  -0.937
H 2.63 3.67 -4.51  0.254
H 1.18 3.81 -7.54  0.353
H 2.17 4.76 -6.38  0.302
H 0.35 4.71 -6.51  0.378
H -0.72 2.46 -6.70  0.357
H 0.26 1.16 -6.15  0.303
H -0.72 1.94 -4.94  0.335

Entry 3:
Molecular formula: C24H53O2S
Method: DFT, ωB97M-V/def2-TZVPD

Properties
E_tot, eV: -40678.2750
Kohn-Sham gap, eV: 5.331
Total charge: -1
LUMO energy, eV: 2.35
HOMO, eV: -2.9855

Each line ends with the Mulliken charge.
Positions of all 80 atoms, in Å:
C 0.94 -2.65 3.23  -1.632
C 1.01 -1.93 1.88  0.649
C 1.87 -0.64 1.95  -1.247
C 1.23 0.54 1.20  0.673
C 0.33 1.40 2.08  -0.513
C -1.08 0.83 2.24  0.491
C -2.18 1.89 2.51  -0.689
C -3.48 1.70 1.70  -1.138
C -3.97 0.26 1.60  0.505
C -4.10 -0.47 2.94  -0.013
C -4.89 -1.78 2.88  -1.204
S -3.88 -3.14 2.75  1.157
C -3.23 -3.11 1.10  -0.662
O -4.66 -4.37 2.82  -0.763
O -2.68 -3.15 3.60  -0.682
H 0.48 -1.98 3.95  0.339
H 0.38 -3.57 3.18  0.370
H 1.96 -2.84 3.59  0.422
H 1.41 -2.60 1.12  0.425
H 0.00 -1.65 1.60  -0.377
H 2.84 -0.86 1.52  0.395
H 2.02 -0.38 2.99  0.409
H 2.05 1.18 0.83  -0.447
H 0.70 0.18 0.32  -0.040
H 0.78 1.52 3.07  0.296
H 0.28 2.40 1.63  0.073
H -1.07 0.17 3.11  0.105
H -1.34 0.21 1.39  -0.414
H -1.77 2.87 2.27  0.407
H -2.41 1.91 3.57  0.348
H -4.26 2.31 2.17  0.403
H -3.33 2.10 0.69  0.318
H -4.97 0.26 1.15  0.528
H -3.35 -0.32 0.91  -0.624
H -4.62 0.20 3.63  0.474
H -3.10 -0.63 3.36  -0.089
H -5.41 -1.97 3.82  0.129
H -4.05 -3.17 0.38  0.356
H -2.65 -2.21 0.94  -0.257
H -2.61 -4.00 1.00  0.446
C -1.46 -1.37 -2.15  -0.594
C -0.15 -2.13 -2.35  0.022
C -0.01 -2.75 -3.74  -1.040
C -1.08 -3.79 -4.08  -0.766
C -1.18 -4.96 -3.10  -0.024
C 0.10 -5.79 -3.02  -1.230
H -2.33 -2.02 -2.25  0.319
H -1.50 -0.93 -1.16  -0.219
H -1.55 -0.56 -2.88  0.332
H -0.07 -2.90 -1.58  0.059
H 0.69 -1.45 -2.19  0.371
H 0.98 -3.21 -3.83  0.359
H -0.05 -1.96 -4.49  0.395
H -0.88 -4.18 -5.08  0.410
H -2.06 -3.30 -4.14  0.321
H -2.00 -5.61 -3.41  0.380
H -1.44 -4.60 -2.10  -0.034
H 0.36 -6.20 -4.00  0.293
H -0.02 -6.63 -2.33  0.391
H 0.95 -5.20 -2.66  0.272
C 2.76 4.11 0.86  -1.202
C 2.40 4.11 -0.62  -0.414
C 3.51 3.60 -1.53  -0.706
C 4.80 4.43 -1.49  -0.744
C 4.62 5.91 -1.85  -0.362
C 4.11 6.13 -3.27  -1.201
H 3.60 4.77 1.07  0.428
H 1.92 4.44 1.46  0.335
H 3.03 3.10 1.18  0.204
H 2.09 5.12 -0.92  0.447
H 1.52 3.47 -0.77  0.315
H 3.14 3.55 -2.56  0.349
H 3.76 2.58 -1.25  0.333
H 5.52 3.99 -2.18  0.393
H 5.25 4.36 -0.50  0.307
H 5.59 6.41 -1.74  0.380
H 3.95 6.39 -1.13  0.235
H 4.78 5.69 -4.00  0.290
H 4.03 7.20 -3.49  0.379
H 3.12 5.70 -3.41  0.289

- The highest E_tot belongs to which entry?
  C24H53O2S